{
  "formula": "C4H6F4N2",
  "method": "ωB97M-V with the def2-TZVPD basis set",
  "energy_ev": -18093.314,
  "gap_ev": 9.60,
  "molar_mass_g_mol": 158.1,
  "homo_ev": -8.804,
  "species": ["F", "F", "F", "F", "N", "N", "C", "C", "C", "C", "H", "H", "H", "H", "H", "H"],
  "xyz": [[-0.209, 1.416, 1.949], [1.201, -0.068, 1.992], [2.354, 0.504, -0.344], [0.622, 1.460, -1.058], [-1.836, 0.217, -0.542], [0.116, -1.608, -1.650], [-0.899, -0.498, 0.255], [1.266, 1.239, 0.045], [-0.121, -1.590, -0.368], [0.395, 0.596, 1.139], [-2.421, 0.784, -0.026], [-1.399, -0.697, 1.224], [0.787, -2.275, -1.956], [-1.829, 0.459, -1.526], [0.324, -2.124, 0.429], [1.648, 2.185, 0.436]],
  "lowdin_charge": [0.137, 0.092, 0.068, 0.118, 0.065, 0.129, -0.228, -0.362, -0.193, -0.400, 0.048, 0.137, 0.034, 0.094, 0.099, 0.162]
}